1.
Entry from the OMol25 dataset: a structure of composition C32H31N9O2S2V (ωB97M-V/def2-TZVPD).

The geometry in XYZ format:
```
77
C32H31N9O2S2V ωB97M-V/def2-TZVPD
V 0.86 -0.79 -1.04
N 3.64 -2.97 1.47
C 3.06 -2.22 0.50
S 1.94 -3.01 -0.57
N 3.47 -0.96 0.42
N 2.85 -0.36 -0.62
C 3.44 0.52 -1.35
C 4.73 1.16 -1.02
C 4.86 1.82 0.20
C 6.05 2.43 0.54
C 7.13 2.38 -0.32
C 7.02 1.71 -1.53
C 5.82 1.11 -1.88
C 2.74 0.78 -2.63
C 3.18 1.70 -3.57
C 2.57 1.74 -4.82
C 1.54 0.86 -5.10
C 1.12 0.00 -4.09
N 1.69 -0.04 -2.90
H 3.19 -3.84 1.71
H 4.14 -2.48 2.19
H 4.01 1.83 0.88
H 6.14 2.94 1.49
H 8.07 2.86 -0.05
H 7.87 1.66 -2.21
H 5.74 0.57 -2.82
H 3.99 2.37 -3.33
H 2.91 2.45 -5.56
H 1.05 0.85 -6.06
H 0.28 -0.66 -4.23
N -1.52 -2.69 0.85
C -0.87 -2.07 1.82
S 0.27 -0.86 1.55
N -1.16 -2.39 3.11
C -2.12 -3.31 3.58
C -2.98 -2.92 4.60
C -3.91 -3.81 5.12
C -4.00 -5.10 4.60
C -3.14 -5.49 3.59
C -2.19 -4.61 3.09
H -1.41 -2.33 -0.10
H -2.31 -3.28 1.05
H -0.75 -1.76 3.78
H -2.92 -1.91 4.99
H -4.57 -3.50 5.91
H -4.73 -5.79 5.00
H -3.18 -6.50 3.20
H -1.48 -4.94 2.33
C -4.16 2.81 -0.91
N -2.84 2.45 -1.37
N -1.83 2.01 -0.54
C -0.69 1.79 -1.27
O 0.35 1.31 -0.76
C -1.00 2.21 -2.59
C -2.32 2.58 -2.61
C -3.17 3.02 -3.75
C -2.08 1.62 0.81
C -1.32 2.20 1.81
C -1.52 1.82 3.13
C -2.50 0.89 3.44
C -3.26 0.31 2.43
C -3.04 0.67 1.11
H -4.13 2.98 0.16
H -4.87 2.01 -1.13
H -4.48 3.73 -1.40
H -0.33 2.18 -3.43
H -2.58 3.07 -4.65
H -3.60 4.01 -3.56
H -3.99 2.32 -3.91
H -0.56 2.93 1.55
H -0.92 2.26 3.92
H -2.67 0.61 4.47
H -4.01 -0.43 2.67
H -3.61 0.22 0.30
O -3.50 -0.67 -2.03
C -2.33 -0.91 -1.88
N -1.18 -1.15 -1.73
```

Properties
2S+1 = 4
electronic energy = -98555.014 eV
relative energy (zero: lowest compared OMol25 entry of this formula, charge and spin) = 0.0 kcal per mole
charge = 0
HOMO-LUMO gap (alpha / beta) = 6.639 / 7.273 eV

2.
Entry from the OMol25 dataset: an isolated molecule of C6H8BrNO at a distorted geometry (ωB97M-V/def2-TZVPD).

The geometry in XYZ format:
```
17
C6H8BrNO ωB97M-V/def2-TZVPD
C -0.33 1.56 -1.06
C -1.50 2.03 -0.65
C -2.34 1.13 1.52
C 0.51 0.55 -0.42
C -0.09 -0.52 0.48
C 1.64 -2.27 0.53
N -2.11 1.63 0.48
O 0.73 -1.37 1.20
Br -1.48 -1.47 -0.65
H 0.02 1.96 -1.91
H -2.04 2.89 -1.27
H -0.70 0.02 1.31
H 1.14 0.08 -1.14
H 1.18 1.14 0.21
H 1.01 -2.66 -0.19
H 1.85 -2.93 1.41
H 2.50 -1.77 0.15
```

Properties
2S+1 = 1
electronic energy = -79928.421 eV
relative energy (zero: lowest compared OMol25 entry of this formula, charge and spin) = 39.4 kcal per mole
charge = 0
HOMO-LUMO gap = 10.497 eV

3.
Entry from the OMol25 dataset: a structure of composition C43H55HfN3O4P2 at a distorted geometry (ωB97M-V/def2-TZVPD).

The geometry in XYZ format:
```
108
C43H55HfN3O4P2 ωB97M-V/def2-TZVPD
Hf -0.37 -0.21 -0.02
C -3.85 0.15 -0.32
C -3.26 0.88 -1.53
O -2.03 0.20 -1.82
C -1.65 -0.02 -3.18
C -1.65 -1.52 -3.46
O -0.10 -1.46 -1.63
C -0.34 -4.09 -1.02
C -1.37 -4.01 0.12
O -1.71 -2.62 0.38
C -2.99 -2.52 1.02
C -3.13 -1.11 1.58
O -2.76 -0.13 0.59
H -4.30 -0.79 -0.65
H -4.61 0.76 0.18
H -3.05 1.93 -1.28
H -3.96 0.85 -2.37
H -0.63 0.37 -3.31
H -2.31 0.49 -3.88
H -1.18 -1.71 -4.43
H -2.67 -1.90 -3.49
H 0.56 -3.53 -0.74
H -0.09 -5.13 -1.19
H -0.96 -4.46 1.03
H -2.28 -4.56 -0.16
H -3.09 -3.24 1.83
H -3.78 -2.73 0.28
H -2.45 -0.94 2.42
H -4.16 -0.94 1.92
C 1.91 -0.79 2.90
C 2.20 0.66 2.51
P 0.81 1.56 1.69
C 1.64 3.19 1.60
C 1.72 3.95 2.76
C 2.54 5.07 2.79
C 3.26 5.43 1.66
C 3.14 4.70 0.49
C 2.34 3.57 0.46
C -0.55 1.73 2.89
C -1.78 2.07 2.30
C -2.89 2.29 3.09
C -2.79 2.16 4.47
C -1.58 1.83 5.06
C -0.46 1.62 4.27
P 1.02 -1.84 1.66
C 0.90 -3.30 2.75
C -0.33 -3.65 3.28
C -0.43 -4.68 4.20
C 0.72 -5.36 4.60
C 1.96 -4.97 4.11
C 2.06 -3.94 3.20
C 2.30 -2.12 0.36
C 3.04 -3.28 0.20
C 4.05 -3.33 -0.75
C 4.31 -2.24 -1.56
C 3.51 -1.11 -1.47
C 2.51 -1.05 -0.51
H 1.29 -0.82 3.80
H 2.85 -1.29 3.14
H 3.04 0.71 1.81
H 2.51 1.22 3.40
H 1.16 3.67 3.65
H 2.62 5.65 3.70
H 3.91 6.29 1.70
H 3.70 4.99 -0.38
H 2.28 2.98 -0.45
H -1.83 2.20 1.22
H -3.84 2.58 2.65
H -3.66 2.34 5.09
H -1.50 1.74 6.13
H 0.49 1.38 4.74
H -1.21 -3.09 3.01
H -1.39 -4.95 4.61
H 0.65 -6.17 5.30
H 2.85 -5.47 4.44
H 3.04 -3.63 2.86
H 2.84 -4.16 0.79
H 4.65 -4.23 -0.85
H 5.11 -2.27 -2.28
H 3.68 -0.27 -2.13
H 1.89 -0.14 -0.43
C -0.56 -4.76 -4.27
C -1.63 -4.42 -3.21
C -0.98 -3.51 -2.24
N -0.92 -2.22 -2.40
H -1.00 -5.46 -4.98
H 0.30 -5.24 -3.82
H -0.23 -3.88 -4.81
H -1.93 -5.35 -2.72
H -2.50 -3.99 -3.70
N 0.12 1.62 -1.27
C -0.05 2.59 -1.93
N -0.25 3.61 -2.65
C -0.54 4.94 -2.11
C 0.51 5.94 -2.60
C 0.57 5.93 -4.12
C 0.90 4.53 -4.62
C -0.16 3.54 -4.12
H -0.57 4.89 -1.02
H -1.53 5.24 -2.48
H 1.48 5.68 -2.18
H 0.24 6.93 -2.23
H 1.32 6.63 -4.47
H -0.39 6.25 -4.53
H 1.88 4.22 -4.27
H 0.90 4.50 -5.71
H 0.08 2.52 -4.42
H -1.14 3.82 -4.52
```

Properties
2S+1 = 1
electronic energy = -77991.868 eV
relative energy (zero: lowest compared OMol25 entry of this formula, charge and spin) = 0.0 kcal per mole
charge = +4
HOMO-LUMO gap = 6.724 eV

4.
Entry from the OMol25 dataset: the ion C6H9ClN3 with charge +1 at a distorted geometry (ωB97M-V/def2-TZVPD).

The geometry in XYZ format:
```
19
C6H9ClN3 ωB97M-V/def2-TZVPD
C 1.71 -0.06 1.55
C 0.22 -0.21 -3.80
C 0.87 -0.06 0.53
C -0.81 0.39 0.62
C -0.22 -0.36 -1.50
C -1.55 0.87 1.76
N -1.20 0.19 -0.59
N -0.27 0.27 -2.74
N 1.00 -0.27 -0.82
Cl -0.78 -2.22 -1.64
H 2.75 -0.32 1.41
H 1.40 0.19 2.54
H 0.17 0.41 -4.69
H 0.67 -1.20 -3.88
H -1.54 1.97 1.75
H -1.10 0.55 2.70
H -2.59 0.56 1.71
H -2.14 0.34 -0.94
H 1.84 -0.68 -1.20
```

Properties
2S+1 = 1
electronic energy = -23352.399 eV
relative energy (zero: lowest compared OMol25 entry of this formula, charge and spin) = 37.4 kcal per mole
charge = +1
HOMO-LUMO gap = 8.479 eV